Entry 1:
A single C3H5N3O molecule in a non-equilibrium geometry, computed with ωB97M-V with the def2-TZVPD basis set.

Last column: Mulliken charge in e.
Cartesian coordinates (Å):
C (3.02175, -0.53830, 0.00308)  -0.28
N (2.13935, 0.38370, 0.09583)  -0.45
N (0.78018, 0.06794, -0.08904)  -0.22
C (0.00317, 1.08763, 0.00028)  0.14
O (-1.26817, 0.94933, 0.03881)  -0.08
N (-1.70921, -0.34257, 0.19724)  -0.39
C (-2.96036, -0.52085, -0.05819)  -0.22
H (2.70920, -1.59522, -0.26759)  0.32
H (4.11238, -0.23150, 0.28820)  0.24
H (0.28577, 2.06426, -0.14162)  0.44
H (-3.38951, -1.58500, 0.04663)  0.24
H (-3.72455, 0.26057, -0.11362)  0.27

Atomic forces in eV per Å
-0.265 0.073 0.316
0.588 0.729 -0.058
0.613 -0.231 0.574
3.367 -3.353 -0.709
-4.002 0.859 0.155
-1.614 -1.991 -0.845
0.309 -0.737 1.484
0.660 1.110 0.353
-2.174 -0.781 -0.802
0.841 2.423 0.276
1.196 1.724 -0.125
0.481 0.175 -0.617

- relative energy (zero: lowest compared OMol25 entry of this formula, charge and spin) (kcal per mole) = 125.46
- gap between HOMO and LUMO (eV) = 9.4
- E (eV) = -9705.1434
- maximum force (eV/Å) = 4.80
- structure (SMILES) = C=N/N=C/ON=C

Entry 2:
A single C3H5N3O molecule, computed with ωB97M-V with the def2-TZVPD basis set.

Last column: Mulliken charge in e.
Cartesian coordinates (Å):
N (-0.13774, 1.72639, 1.55567)  -0.21
C (-0.18219, 0.64838, 0.80724)  -0.50
C (-1.01639, -0.11956, -1.76650)  -0.45
N (-0.40104, -1.15445, -1.21472)  0.01
C (0.50293, -1.12457, -0.08390)  0.54
O (0.78179, -2.14418, 0.48983)  -0.55
N (0.96840, 0.15705, 0.26379)  -0.06
H (0.66893, 2.29561, 1.79478)  0.20
H (-1.04004, 2.01330, 1.89723)  0.27
H (-1.67541, -0.55449, -2.55316)  0.18
H (-0.55891, -2.12926, -1.46150)  0.25
H (1.92892, 0.24096, 0.62071)  0.32

Atomic forces in eV per Å
-0.065 0.041 0.118
-0.022 0.458 0.163
0.369 -0.560 -0.121
-0.085 0.066 -0.109
0.118 -0.436 0.098
0.180 0.297 -0.726
-0.414 -0.141 0.297
0.037 -0.065 -0.074
0.265 0.283 0.147
0.226 0.018 0.225
-0.148 -0.001 0.022
-0.461 0.041 -0.039

- relative energy (zero: lowest compared OMol25 entry of this formula, charge and spin) (kcal per mole) = 107.02
- gap between HOMO and LUMO (eV) = 8.7
- E (eV) = -9705.9431
- maximum force (eV/Å) = 0.81

Entry 3:
A single C3H5N3O molecule in a non-equilibrium geometry, computed with ωB97M-V with the def2-TZVPD basis set.

Last column: Mulliken charge in e.
Cartesian coordinates (Å):
C (0.46987, 1.99397, 0.01456)  -0.71
N (-0.65178, 1.17368, -0.09715)  -0.49
C (-0.36161, -0.03045, -0.02934)  0.47
N (0.87255, -0.82076, 0.01072)  -0.36
C (0.48080, -1.99220, 0.08892)  0.02
O (-0.85706, -2.32185, 0.03023)  -0.28
N (-1.34261, -1.01710, 0.13991)  -0.14
H (1.51908, 1.47449, 0.02247)  0.28
H (0.39444, 2.55063, -0.84341)  0.28
H (0.52361, 2.63160, 0.88767)  0.26
H (1.24590, -2.80677, 0.07990)  0.37
H (-2.29320, -0.83525, -0.30449)  0.30

Atomic forces in eV per Å
3.517 -0.180 0.770
-0.492 -0.954 0.878
-0.189 -3.385 0.288
-0.738 3.071 0.295
1.109 -3.729 -0.796
1.828 1.204 0.028
-3.719 1.521 -0.543
-1.891 0.559 -0.194
0.623 2.191 -1.896
-0.618 0.239 0.255
-1.325 0.293 0.191
1.895 -0.831 0.725

- relative energy (zero: lowest compared OMol25 entry of this formula, charge and spin) (kcal per mole) = 86.85
- gap between HOMO and LUMO (eV) = 9.7
- E (eV) = -9706.8176
- maximum force (eV/Å) = 4.05
- structure (SMILES) = C/N=c1\nco[nH]1

Entry 4:
2 unconnected molecules or ions with the total composition C3H5N3O, computed with ωB97M-V with the def2-TZVPD basis set.

Last column: Mulliken charge in e.
Cartesian coordinates (Å):
N (-1.77636, -0.90954, 0.83693)  -0.50
C (-0.60918, -1.46168, 1.20593)  0.46
N (0.40710, -1.89652, 1.55492)  -0.49
C (1.60002, 0.42120, -0.06415)  -0.46
O (1.75299, -0.63899, -0.80057)  -0.31
C (0.67507, 1.39030, -0.67615)  0.29
N (-0.57418, 1.43265, -0.40151)  -0.60
H (-2.36717, -1.52865, 0.29748)  0.25
H (-1.62195, 0.01930, 0.41660)  0.38
H (2.32222, -1.26173, -0.31322)  0.44
H (1.19384, 2.16868, -1.25703)  0.37
H (-1.00240, 2.26499, -0.79925)  0.19

Atomic forces in eV per Å
0.180 -0.046 0.049
0.315 -0.238 0.168
-0.558 0.154 -0.168
-0.005 -0.057 -0.271
0.000 0.204 0.275
-0.265 -0.014 0.091
0.485 0.135 -0.161
0.058 0.096 0.061
-0.008 -0.195 -0.013
-0.134 0.071 -0.083
-0.056 -0.064 0.093
-0.011 -0.047 -0.042

- relative energy (zero: lowest compared OMol25 entry of this formula, charge and spin) (kcal per mole) = 99.84
- gap between HOMO and LUMO (eV) = 9.3
- E (eV) = -9706.2542
- maximum force (eV/Å) = 0.60

Entry 5:
A single C3H5N3O molecule in a non-equilibrium geometry, computed with ωB97M-V with the def2-TZVPD basis set.

Last column: Mulliken charge in e.
Cartesian coordinates (Å):
N (-2.03808, -0.86135, 1.03442)  -0.51
C (-0.74035, -0.71621, 0.63893)  0.51
N (0.43671, -1.04056, 0.59022)  -0.28
C (1.36901, -0.10877, -0.04309)  -0.19
O (2.43046, -0.60929, -0.75724)  -0.48
C (0.70840, 0.98974, -0.55120)  -0.04
N (-0.59991, 1.06508, -0.36131)  -0.54
H (-2.58286, -1.59592, 0.58420)  0.27
H (-2.43486, 0.04405, 0.82007)  0.34
H (3.14252, -0.90231, -0.18298)  0.36
H (1.27063, 1.76405, -1.08415)  0.37
H (-0.96167, 1.97150, -0.68788)  0.20

Atomic forces in eV per Å
0.417 0.219 -0.177
0.687 1.404 -0.969
-0.363 0.963 -0.491
-1.059 -0.484 -0.552
0.329 -0.310 0.379
0.294 -0.330 0.267
0.150 -0.463 0.278
0.485 0.052 -0.054
-0.461 -0.094 0.379
0.038 0.057 0.211
-0.184 -0.328 0.149
-0.335 -0.685 0.580

- relative energy (zero: lowest compared OMol25 entry of this formula, charge and spin) (kcal per mole) = 90.62
- gap between HOMO and LUMO (eV) = 7.9
- E (eV) = -9706.6540
- maximum force (eV/Å) = 1.84

Entry 6:
A single C3H5N3O molecule in a non-equilibrium geometry, computed with ωB97M-V with the def2-TZVPD basis set.

Last column: Mulliken charge in e.
Cartesian coordinates (Å):
O (-0.48698, -2.06940, -1.26506)  -0.61
C (-0.32416, -1.02485, -0.64013)  0.40
C (-0.49848, -0.94737, 0.87377)  -0.22
N (0.18194, 0.17424, 1.49590)  -0.51
C (0.50036, 1.18701, 0.81103)  -0.02
N (0.56337, 1.26567, -0.57218)  -0.28
N (0.05646, 0.14271, -1.29930)  -0.17
H (-0.09922, -1.90815, 1.22911)  0.26
H (-1.58827, -0.92302, 1.15469)  0.21
H (0.86834, 2.05147, 1.34097)  0.38
H (0.18998, 2.13930, -0.98065)  0.26
H (0.63667, -0.08762, -2.14814)  0.30

Atomic forces in eV per Å
0.297 1.388 0.639
-0.412 -0.835 -0.509
-0.244 -0.029 -0.444
-0.484 0.093 0.433
0.155 -0.906 -0.009
-0.631 0.415 -0.805
0.936 -0.606 -0.659
-0.137 0.351 0.117
0.961 -0.022 -0.361
0.149 0.386 -0.153
0.304 -0.729 0.483
-0.894 0.493 1.266

- relative energy (zero: lowest compared OMol25 entry of this formula, charge and spin) (kcal per mole) = 42.99
- gap between HOMO and LUMO (eV) = 10.0
- E (eV) = -9708.7194
- maximum force (eV/Å) = 1.63
- structure (SMILES) = O=C1CN=CNN1

Q: Which formula does entry 2 have?
A: C3H5N3O